(1)
Entry from OMol25: a cluster of 3 separate species, C3H15N2O2 in total at a distorted geometry (wB97M-V/def2-TZVPD).

ORCA input file:
```
! wB97M-V def2-TZVPD RIJCOSX def2/J DEFGRID3
* xyz 2 2
C -1.890 0.306 -1.129
C -0.561 0.036 -1.859
C 0.732 0.212 -1.038
N 0.531 -0.357 0.316
N -1.844 1.276 -0.045
H -2.193 -0.695 -0.709
H -2.733 0.370 -1.850
H -0.634 -1.030 -2.155
H -0.595 0.612 -2.793
H 1.591 -0.240 -1.611
H 1.108 1.231 -1.001
H 1.385 -0.136 0.836
H 0.444 -1.367 0.273
H -0.157 0.081 0.899
H -2.734 1.747 0.214
H -1.124 1.976 -0.299
H 4.548 0.475 1.572
H 3.809 1.578 0.797
O 3.787 0.634 0.983
H -2.110 -1.485 2.068
H -1.192 -2.650 2.568
O -1.275 -1.936 1.923
*
```

Properties
Kohn-Sham gap (spin up / spin down) ... 10.7 / 4.7 eV
E ... -10410.0651 eV



(2)
Entry from OMol25: a structure of composition C4HLiMnO5 at a distorted geometry (wB97M-V/def2-TZVPD).

ORCA input file:
```
! wB97M-V def2-TZVPD RIJCOSX def2/J DEFGRID3
* xyz 1 7
O 0.033 2.029 1.619
O 0.500 0.409 0.081
O -1.268 1.706 -0.108
C 2.032 -1.256 0.173
C 1.773 0.080 0.623
C -0.220 1.426 0.547
H 3.000 -1.686 0.480
Mn -1.532 3.119 1.182
O -2.202 -1.268 -1.449
C -3.239 -1.708 -1.319
O 1.276 -1.947 -0.568
Li -0.152 -0.904 -1.259
*
```

Properties
Kohn-Sham gap (spin up / spin down) ... 4.3 / 4.3 eV
E ... -45917.0991 eV



What is the formula in the first record? C3H15N2O2